Entry 1:
The following is a quantum chemistry calculation of a cluster of 9 separate species, C33H38ClF8NO29 in total, from the OMol25 dataset.

charge	0
HOMO	-9.81	eV
frontier orbital gap	9.938	eV
structure (SMILES)	CC(=O)NCCCCOC(=O)OCC(=O)Cl.O=C1OC[C@@H](F)O1.O=C1OC[C@@H](F)O1.O=C1OC[C@@H](F)O1.O=C1OC[C@@H](F)O1.O=C1OC[C@@H](F)O1.O=C1OC[C@@H](F)O1.O=C1OC[C@@H](F)O1.O=C1OC[C@@H](F)O1
molar mass	1100.08	u

Last column: Löwdin charge in e.
Geometry (Å):
C1 4.552 2.691 0.900  0.01
C2 4.660 3.546 -0.316  -0.56
O1 5.709 3.792 -0.723  0.14
N1 3.514 4.056 -0.973  0.05
C3 2.380 4.273 -0.061  -0.20
C4 1.351 3.162 -0.172  -0.18
C5 0.354 3.284 0.924  -0.17
C6 -0.888 2.467 0.759  -0.12
O2 -0.759 1.103 1.211  0.09
C7 -0.461 0.196 0.338  -0.66
O3 -0.821 0.140 -0.759  0.19
O4 0.223 -0.824 0.914  0.01
C8 1.611 -0.746 0.776  -0.15
C9 2.101 -1.041 -0.612  -0.81
O5 2.956 -0.538 -1.160  0.11
Cl1 1.226 -2.351 -1.375  0.81
H1 4.733 3.305 1.758  0.09
H2 3.606 2.212 1.029  0.05
H3 5.321 1.962 0.892  0.08
H4 3.227 3.344 -1.629  0.12
H5 2.715 4.393 0.949  0.11
H6 1.927 5.198 -0.340  0.11
H7 0.905 3.250 -1.143  0.13
H8 1.898 2.246 -0.166  0.08
H9 0.767 3.131 1.898  0.11
H10 0.007 4.294 0.896  0.11
H11 -1.605 2.908 1.411  0.11
H12 -1.296 2.546 -0.225  0.13
H13 2.032 0.154 1.169  0.13
H14 2.028 -1.543 1.344  0.11
O6 1.099 3.641 4.284  0.19
C10 0.829 4.786 4.203  -0.54
O7 0.499 5.580 5.247  0.09
C11 0.380 6.924 4.762  -0.04
C12 0.098 6.697 3.297  -0.31
F1 0.619 7.690 2.525  0.07
O8 0.801 5.492 3.028  0.10
H15 1.320 7.453 4.918  0.15
H16 -0.417 7.457 5.271  0.13
H17 -0.954 6.566 3.054  0.17
O9 -5.473 -3.802 -2.058  0.18
C13 -4.352 -3.658 -1.714  -0.55
O10 -3.979 -3.206 -0.492  0.05
C14 -2.546 -3.302 -0.404  -0.04
C15 -2.151 -3.284 -1.858  -0.31
F2 -1.032 -4.013 -2.090  0.02
O11 -3.261 -3.910 -2.489  0.14
H18 -2.271 -4.235 0.088  0.15
H19 -2.130 -2.471 0.158  0.12
H20 -2.012 -2.283 -2.270  0.17
O12 3.466 1.226 -7.073  0.20
C16 3.935 0.561 -6.222  -0.55
O13 4.619 1.038 -5.151  0.07
C17 4.900 -0.065 -4.281  -0.05
C18 4.829 -1.238 -5.230  -0.31
F3 4.375 -2.362 -4.611  0.06
O14 3.871 -0.808 -6.177  0.13
H21 4.133 -0.128 -3.507  0.13
H22 5.872 0.045 -3.812  0.14
H23 5.766 -1.467 -5.740  0.17
O15 -3.724 8.079 1.566  0.20
C19 -3.124 8.930 2.115  -0.54
O16 -3.328 10.258 1.954  0.08
C20 -2.498 10.954 2.893  -0.04
C21 -1.414 9.936 3.162  -0.31
F4 -0.941 10.020 4.434  0.07
O17 -2.106 8.706 3.011  0.10
H24 -3.072 11.183 3.791  0.15
H25 -2.118 11.877 2.467  0.14
H26 -0.577 9.968 2.467  0.17
O18 -3.290 1.663 3.149  0.19
C22 -3.662 0.583 2.864  -0.55
O19 -4.790 0.310 2.160  0.08
C23 -4.816 -1.100 1.897  -0.04
C24 -3.935 -1.641 2.998  -0.30
F5 -3.253 -2.749 2.603  0.07
O20 -3.017 -0.580 3.200  0.13
H27 -4.402 -1.292 0.910  0.12
H28 -5.831 -1.485 1.935  0.14
H29 -4.453 -1.856 3.933  0.17
O21 0.895 -10.265 -2.348  0.19
C25 0.865 -9.157 -2.743  -0.55
O22 0.601 -8.066 -1.977  0.07
C26 0.798 -6.901 -2.788  -0.05
C27 0.618 -7.454 -4.182  -0.31
F6 1.390 -6.803 -5.088  0.07
O23 1.085 -8.784 -4.042  0.13
H30 1.805 -6.513 -2.627  0.15
H31 0.077 -6.128 -2.544  0.12
H32 -0.414 -7.467 -4.536  0.17
O24 3.572 -3.042 1.589  0.17
C28 4.440 -3.205 0.802  -0.55
O25 5.671 -2.652 0.887  0.08
C29 6.470 -3.190 -0.179  -0.04
C30 5.414 -3.619 -1.172  -0.31
F7 5.793 -4.710 -1.876  0.08
O26 4.327 -3.961 -0.324  0.12
H33 7.047 -4.038 0.191  0.15
H34 7.149 -2.440 -0.574  0.14
H35 5.097 -2.838 -1.867  0.16
O27 -7.492 -9.285 -0.134  0.19
C31 -7.445 -8.109 -0.125  -0.55
O28 -8.088 -7.298 -1.003  0.07
C32 -7.897 -5.942 -0.578  -0.05
C33 -6.637 -6.053 0.245  -0.32
F8 -6.623 -5.162 1.273  0.07
O29 -6.723 -7.364 0.771  0.13
H36 -8.748 -5.625 0.026  0.14
H37 -7.791 -5.273 -1.426  0.13
H38 -5.716 -5.952 -0.329  0.16

***

Entry 2:
The following is a quantum chemistry calculation of a cluster of 2 separate species, C2H9N2 in total, from the OMol25 dataset.

relative energy (zero: lowest compared OMol25 entry of this formula, charge and spin)	34.41	kcal per mole
charge	+1
HOMO	-13.08	eV
frontier orbital gap	9.368	eV
molar mass	61.11	u

Last column: natural (NBO) charge in e.
Geometry (Å):
N1 -1.147 1.454 -0.413  -0.90
H1 -1.021 0.478 -0.775  0.48
H2 -1.997 1.523 0.152  0.45
H3 -0.289 1.518 0.152  0.46
H4 -1.294 2.204 -1.087  0.45
C1 0.688 -0.722 1.430  -0.43
C2 0.986 -0.561 0.140  -0.09
N2 0.250 -1.056 -0.958  -0.88
H5 -0.284 -0.612 1.911  0.20
H6 1.457 -0.758 2.188  0.24
H7 2.046 -0.464 -0.089  0.21
H8 -0.274 -1.915 -0.902  0.41
H9 0.879 -1.090 -1.748  0.40

***

Entry 3:
The following is a quantum chemistry calculation of a structure of composition C25H38BrO3PSi2, from the OMol25 dataset.

charge	0
HOMO	-8.70	eV
frontier orbital gap	8.788	eV
molar mass	553.63	u

Last column: natural (NBO) charge in e.
Geometry (Å):
C1 -1.574 -0.023 0.542  -0.61
C2 -1.700 -0.718 -0.863  -0.22
C3 -0.332 -0.473 -1.578  -0.63
C4 -2.900 -0.046 -1.576  -0.39
C5 -3.205 -0.582 -3.017  -0.24
C6 -2.530 0.345 -4.087  -0.61
C7 -2.910 -2.094 -3.225  -0.07
O1 -1.670 -2.358 -3.894  -0.89
Si1 -1.830 -3.187 -5.364  1.69
O2 -0.579 -4.342 -5.453  -1.22
Si2 0.142 -4.520 -6.998  1.10
P1 2.339 -4.954 -6.780  0.55
O3 2.667 -4.958 -5.114  -0.94
Br1 3.402 -3.201 -7.767  -0.26
H1 -0.774 -0.536 1.109  0.21
H2 -1.213 1.015 0.415  0.20
H3 -2.507 -0.072 1.118  0.21
H4 -1.885 -1.783 -0.655  0.20
H5 -0.189 -1.087 -2.479  0.23
H6 0.447 -0.755 -0.849  0.21
H7 -0.286 0.593 -1.846  0.20
H8 -3.815 -0.171 -0.968  0.20
H9 -2.686 1.035 -1.671  0.20
H10 -4.295 -0.460 -3.165  0.20
H11 -1.723 0.914 -3.604  0.21
H12 -3.283 1.036 -4.503  0.21
H13 -2.122 -0.208 -4.947  0.21
H14 -3.741 -2.523 -3.821  0.17
H15 -2.922 -2.619 -2.254  0.19
H16 -3.156 -3.765 -5.590  -0.23
H17 -1.584 -2.205 -6.441  -0.24
H18 -0.111 -3.361 -7.860  -0.17
H19 -0.437 -5.742 -7.596  -0.18
H20 3.596 -5.177 -5.043  0.49
C8 4.182 -0.715 1.897  -0.22
C9 3.509 -0.436 3.081  -0.22
C10 2.325 -1.099 3.383  -0.20
C11 1.824 -2.050 2.503  -0.24
C12 2.497 -2.332 1.325  -0.16
C13 3.673 -1.662 1.016  -0.23
H21 5.102 -0.195 1.661  0.21
H22 3.906 0.302 3.768  0.22
H23 1.795 -0.875 4.300  0.21
H24 0.905 -2.574 2.736  0.21
H25 2.099 -3.075 0.644  0.21
H26 4.194 -1.877 0.090  0.21
C14 6.371 4.753 3.556  -0.21
C15 5.698 5.033 4.739  -0.21
C16 4.516 4.369 5.040  -0.22
C17 4.011 3.417 4.163  -0.21
C18 4.686 3.134 2.982  -0.22
C19 5.864 3.805 2.677  -0.21
H27 7.291 5.273 3.320  0.21
H28 6.095 5.771 5.426  0.21
H29 3.988 4.592 5.959  0.21
H30 3.092 2.896 4.400  0.21
H31 4.293 2.391 2.299  0.22
H32 6.387 3.588 1.753  0.21
C20 -3.691 2.123 4.659  -0.22
C21 -5.059 2.071 4.895  -0.21
C22 -5.947 1.997 3.829  -0.21
C23 -5.465 1.968 2.526  -0.21
C24 -4.097 2.017 2.290  -0.22
C25 -3.210 2.099 3.355  -0.20
H33 -3.000 2.184 5.490  0.21
H34 -5.434 2.087 5.911  0.21
H35 -7.013 1.963 4.013  0.21
H36 -6.157 1.906 1.694  0.21
H37 -3.722 1.992 1.274  0.22
H38 -2.144 2.142 3.170  0.21

***

Entry 4:
The following is a quantum chemistry calculation of a cluster of 2 separate species, C3H8ClN2O in total, from the OMol25 dataset.

relative energy (zero: lowest compared OMol25 entry of this formula, charge and spin)	65.75	kcal per mole
charge	+1
HOMO	-13.28	eV
frontier orbital gap	9.621	eV
molar mass	123.56	u

Last column: natural (NBO) charge in e.
Geometry (Å):
C1 -1.857 -0.617 0.412  0.38
C2 3.460 0.087 -0.557  -0.38
C3 2.253 -0.306 -0.147  -0.19
N1 -2.189 0.073 -0.657  -0.25
N2 -1.700 -0.112 1.589  -0.69
O1 -2.549 1.444 -0.475  -0.49
Cl1 0.818 -0.165 -1.239  -0.13
H1 3.551 0.551 -1.526  0.24
H2 -1.704 -1.663 0.301  0.24
H3 4.060 0.124 0.291  0.24
H4 1.913 -1.054 0.683  0.23
H5 -2.392 -0.420 -1.495  0.42
H6 -1.194 -0.755 2.093  0.42
H7 -1.630 0.906 1.665  0.45
H8 -1.961 1.827 -1.182  0.51

***

charge of number 1 (C33H38ClF8NO29)?
0

***

What did the third record say?
The following is a quantum chemistry calculation of a structure of composition C25H38BrO3PSi2, from the OMol25 dataset.

charge	0
HOMO	-8.70	eV
frontier orbital gap	8.788	eV
molar mass	553.63	u

Last column: natural (NBO) charge in e.
Geometry (Å):
C1 -1.574 -0.023 0.542  -0.61
C2 -1.700 -0.718 -0.863  -0.22
C3 -0.332 -0.473 -1.578  -0.63
C4 -2.900 -0.046 -1.576  -0.39
C5 -3.205 -0.582 -3.017  -0.24
C6 -2.530 0.345 -4.087  -0.61
C7 -2.910 -2.094 -3.225  -0.07
O1 -1.670 -2.358 -3.894  -0.89
Si1 -1.830 -3.187 -5.364  1.69
O2 -0.579 -4.342 -5.453  -1.22
Si2 0.142 -4.520 -6.998  1.10
P1 2.339 -4.954 -6.780  0.55
O3 2.667 -4.958 -5.114  -0.94
Br1 3.402 -3.201 -7.767  -0.26
H1 -0.774 -0.536 1.109  0.21
H2 -1.213 1.015 0.415  0.20
H3 -2.507 -0.072 1.118  0.21
H4 -1.885 -1.783 -0.655  0.20
H5 -0.189 -1.087 -2.479  0.23
H6 0.447 -0.755 -0.849  0.21
H7 -0.286 0.593 -1.846  0.20
H8 -3.815 -0.171 -0.968  0.20
H9 -2.686 1.035 -1.671  0.20
H10 -4.295 -0.460 -3.165  0.20
H11 -1.723 0.914 -3.604  0.21
H12 -3.283 1.036 -4.503  0.21
H13 -2.122 -0.208 -4.947  0.21
H14 -3.741 -2.523 -3.821  0.17
H15 -2.922 -2.619 -2.254  0.19
H16 -3.156 -3.765 -5.590  -0.23
H17 -1.584 -2.205 -6.441  -0.24
H18 -0.111 -3.361 -7.860  -0.17
H19 -0.437 -5.742 -7.596  -0.18
H20 3.596 -5.177 -5.043  0.49
C8 4.182 -0.715 1.897  -0.22
C9 3.509 -0.436 3.081  -0.22
C10 2.325 -1.099 3.383  -0.20
C11 1.824 -2.050 2.503  -0.24
C12 2.497 -2.332 1.325  -0.16
C13 3.673 -1.662 1.016  -0.23
H21 5.102 -0.195 1.661  0.21
H22 3.906 0.302 3.768  0.22
H23 1.795 -0.875 4.300  0.21
H24 0.905 -2.574 2.736  0.21
H25 2.099 -3.075 0.644  0.21
H26 4.194 -1.877 0.090  0.21
C14 6.371 4.753 3.556  -0.21
C15 5.698 5.033 4.739  -0.21
C16 4.516 4.369 5.040  -0.22
C17 4.011 3.417 4.163  -0.21
C18 4.686 3.134 2.982  -0.22
C19 5.864 3.805 2.677  -0.21
H27 7.291 5.273 3.320  0.21
H28 6.095 5.771 5.426  0.21
H29 3.988 4.592 5.959  0.21
H30 3.092 2.896 4.400  0.21
H31 4.293 2.391 2.299  0.22
H32 6.387 3.588 1.753  0.21
C20 -3.691 2.123 4.659  -0.22
C21 -5.059 2.071 4.895  -0.21
C22 -5.947 1.997 3.829  -0.21
C23 -5.465 1.968 2.526  -0.21
C24 -4.097 2.017 2.290  -0.22
C25 -3.210 2.099 3.355  -0.20
H33 -3.000 2.184 5.490  0.21
H34 -5.434 2.087 5.911  0.21
H35 -7.013 1.963 4.013  0.21
H36 -6.157 1.906 1.694  0.21
H37 -3.722 1.992 1.274  0.22
H38 -2.144 2.142 3.170  0.21